The following is a DFT calculation (the ωB97M-V functional and the def2-TZVPD basis) of C27H26N2O5 in the gas phase.

```
60
Properties=species:S:1:pos:R:3:forces:R:3
C 1.555685 -0.127841 4.911645 -0.091 -0.026 0.228
H 0.990917 0.738554 5.272118 0.009 -0.050 -0.021
O 2.104759 0.103106 3.639067 0.044 0.105 -0.496
C 1.259521 0.288183 2.581691 0.186 0.052 -0.049
C -0.120891 0.381754 2.710952 0.047 0.002 0.053
C -0.938387 0.600506 1.611993 0.106 0.115 -0.093
C -0.364240 0.734410 0.353997 0.017 -0.094 0.182
C 1.008646 0.642806 0.212483 0.083 0.156 0.313
C 1.835843 0.406525 1.300786 -0.041 0.023 -0.055
O 3.168934 0.323227 1.026072 -0.320 0.368 0.093
C 3.930160 -0.654991 1.708990 0.343 -0.306 0.172
H 3.383557 -1.599162 1.765253 0.026 0.021 -0.005
H 4.831247 -0.789390 1.110929 -0.040 -0.041 0.036
H 4.200549 -0.327012 2.714806 0.000 -0.050 -0.144
H 1.473482 0.737320 -0.757038 0.097 -0.053 -0.138
C -1.306763 0.808444 -0.814022 0.151 0.109 -0.025
N -2.353197 -0.214150 -0.640119 0.140 0.070 -0.388
C -3.178758 0.065785 0.528547 -0.377 0.132 -0.012
C -2.431606 0.716222 1.723217 0.044 -0.008 0.011
H -2.779402 0.280829 2.661808 -0.003 0.036 0.014
H -2.679907 1.781023 1.743966 -0.072 -0.062 0.039
H -3.978717 0.740706 0.207499 -0.005 -0.105 0.121
H -3.648021 -0.868364 0.840991 -0.017 0.028 -0.040
C -1.934433 -1.608091 -0.757367 -0.255 -0.252 0.104
C -1.291864 -2.273939 0.467875 -0.115 0.038 0.032
C 0.185453 -2.313154 0.163545 -0.290 -0.056 0.518
O 1.076407 -2.548271 0.934005 0.057 -0.112 0.027
N 0.336907 -2.067915 -1.195030 0.402 -0.063 -0.304
C -0.850774 -1.748349 -1.827964 -0.478 -0.198 -0.049
O -0.999381 -1.618379 -3.013043 -0.045 0.129 -0.071
C 1.595740 -2.096669 -1.853887 0.284 -0.036 -0.156
C 1.895901 -1.143345 -2.818268 -0.068 -0.001 0.072
C 3.131749 -1.163597 -3.438150 0.020 0.027 -0.002
C 4.069944 -2.122338 -3.096325 0.072 -0.002 -0.030
C 3.764777 -3.072503 -2.137177 0.020 -0.013 -0.018
C 2.528239 -3.068614 -1.517342 -0.101 -0.022 0.016
H 2.292085 -3.809900 -0.771181 -0.018 -0.024 0.051
H 4.490527 -3.825744 -1.869731 0.054 -0.064 0.024
H 5.035943 -2.129965 -3.578259 0.080 -0.001 -0.042
H 3.361891 -0.421496 -4.187526 0.012 0.060 -0.063
H 1.167342 -0.397265 -3.092774 -0.070 0.041 -0.015
H -1.469042 -1.759319 1.408662 0.055 -0.098 -0.043
H -1.639666 -3.304268 0.576074 0.040 -0.009 -0.029
H -2.824642 -2.161401 -1.085952 0.273 -0.009 0.018
C -1.948919 2.172449 -0.998929 0.021 -0.193 -0.125
C -1.459204 3.284943 -0.330181 -0.086 0.092 -0.062
C -2.009200 4.538764 -0.525830 0.110 0.132 0.114
C -3.064057 4.694103 -1.408941 0.007 -0.051 -0.005
C -3.560847 3.600777 -2.088734 -0.062 -0.198 -0.080
C -3.011944 2.335138 -1.895868 0.036 0.185 0.114
O -3.546242 1.310082 -2.599553 -0.034 0.113 -0.286
H -3.142678 0.474910 -2.309080 -0.036 -0.037 0.270
H -4.377950 3.696810 -2.786220 -0.110 0.014 -0.082
H -3.499807 5.668677 -1.570210 -0.046 0.083 -0.023
H -1.611958 5.389327 0.006678 0.036 0.079 0.044
H -0.628838 3.163084 0.350189 0.058 -0.012 0.072
H -0.763495 0.578906 -1.740001 -0.055 0.018 0.092
H -0.580321 0.289372 3.683072 -0.003 -0.032 0.126
H 0.912477 -1.013627 4.917770 0.005 0.041 -0.010
H 2.406468 -0.297684 5.570023 -0.094 0.008 0.000
```
Forces are in eV/Å.

Largest force on an atom   0.60 eV/Å
ΔE to the lowest compared entry with this formula, charge and spin   45.0 kcal per mole
Orbital gap   0.320 hartree
E_HOMO   -8.0983 eV
Calculated total energy   -1530.211866 Ha